No. 1
149
Properties=species:S:1:pos:R:3:lowdin_charge:R:1 method="wB97M-V/def2-TZVPD" total_charge=+1 homo_ev=-11.0685 lumo_ha=-0.094 multiplicity=1
C 8.57 -3.65 2.87 -0.13
O 9.19 -3.76 1.58 -0.21
C 8.21 -3.83 0.52 -0.24
C 8.84 -3.06 -0.70 -0.16
C 7.86 -2.86 -1.94 -0.18
C 6.62 -3.84 -1.96 -0.22
C 5.99 -4.05 -3.40 -0.20
C 5.04 -2.88 -3.87 -0.16
C 3.49 -3.17 -3.61 -0.08
C 3.05 -2.50 -2.28 -0.14
N 2.70 -1.18 -2.07 0.20
C 2.36 -0.94 -0.72 -0.22
N 1.94 0.19 -0.17 -0.04
C 1.90 1.35 -1.13 -0.12
C 0.77 1.25 -2.23 -0.23
C -0.52 0.44 -1.84 -0.53
Cl -1.05 -0.45 -3.38 0.49
C 1.52 0.42 1.23 -0.09
C 0.37 1.49 1.39 -0.20
C -1.03 1.01 1.35 -0.06
C -2.21 1.87 1.49 -0.02
C -1.97 3.32 1.68 -0.21
C -3.22 4.28 1.82 -0.05
C -0.58 3.81 1.76 -0.01
C 0.60 2.92 1.62 -0.03
N 2.56 -2.16 -0.07 0.03
C 2.46 -2.65 1.30 0.01
C 0.98 -3.16 1.59 -0.38
O 0.52 -3.06 2.68 0.18
F 0.18 -3.69 0.60 0.08
N 2.93 -3.06 -1.00 -0.02
C 3.24 -4.51 -0.95 -0.09
C 2.00 -5.32 -1.58 -0.16
C 1.44 -6.45 -0.63 -0.16
C 0.01 -6.89 -1.22 -0.08
C -0.97 -7.30 -0.06 -0.37
F -1.24 -6.25 0.82 0.09
F -0.22 -8.21 0.73 0.06
C -2.25 -8.10 -0.50 -0.39
F -2.97 -8.38 0.64 0.11
F -1.84 -9.31 -1.03 0.10
S -3.39 -7.29 -1.74 0.92
F -4.10 -8.77 -2.01 -0.16
F -2.40 -7.57 -3.00 -0.15
F -2.83 -5.79 -1.47 -0.15
F -4.50 -7.04 -0.55 -0.16
F -4.47 -6.65 -2.78 -0.14
H 8.36 -4.67 3.30 0.10
H 9.32 -3.17 3.56 0.10
H 7.66 -2.99 2.88 0.08
H 7.21 -3.43 0.84 0.11
H 8.09 -4.92 0.27 0.12
H 9.19 -2.06 -0.30 0.12
H 9.75 -3.63 -1.04 0.12
H 7.45 -1.81 -1.87 0.11
H 8.44 -2.93 -2.90 0.11
H 5.82 -3.39 -1.28 0.09
H 6.89 -4.87 -1.59 0.11
H 6.85 -4.19 -4.11 0.07
H 5.44 -5.04 -3.38 0.11
H 5.14 -2.80 -5.00 0.12
H 5.37 -1.90 -3.44 0.12
H 3.32 -4.27 -3.66 0.10
H 2.93 -2.63 -4.43 0.14
H 2.88 1.28 -1.68 0.13
H 1.96 2.34 -0.59 0.12
H 1.18 0.83 -3.19 0.08
H 0.47 2.32 -2.48 0.12
H -0.37 -0.37 -1.08 0.05
H -1.39 1.11 -1.60 0.08
H 2.40 0.83 1.81 0.14
H 1.07 -0.49 1.74 0.11
H -1.19 -0.09 1.17 0.11
H -3.21 1.39 1.45 0.12
H -4.11 3.69 2.17 0.09
H -2.98 4.99 2.67 0.07
H -3.43 4.85 0.89 0.09
H -0.47 4.91 1.91 0.11
H 1.64 3.33 1.69 0.11
H 2.61 -1.84 2.07 0.14
H 3.23 -3.43 1.58 0.15
H 3.39 -4.94 0.07 0.12
H 4.13 -4.81 -1.56 0.11
H 2.36 -5.85 -2.52 0.12
H 1.19 -4.62 -1.93 0.12
H 2.09 -7.37 -0.76 0.13
H 1.37 -6.16 0.45 0.11
H 0.12 -7.75 -1.94 0.14
H -0.40 -6.03 -1.82 0.11
O 8.12 -5.10 -5.45 -0.30
S 8.39 -5.84 -6.65 0.60
O 8.30 -7.27 -6.67 -0.27
O 9.81 -5.39 -7.24 -0.26
C 10.96 -5.49 -6.39 -0.26
C 11.41 -6.93 -6.21 -0.07
C 7.39 -5.21 -7.96 -0.12
H 10.77 -5.01 -5.42 0.11
H 11.76 -4.93 -6.87 0.12
H 10.67 -7.51 -5.66 0.07
H 12.34 -6.97 -5.64 0.08
H 11.56 -7.41 -7.17 0.09
H 7.47 -4.13 -7.98 0.07
H 6.36 -5.51 -7.77 0.08
H 7.73 -5.64 -8.90 0.08
O -2.34 7.27 4.05 -0.29
S -3.10 7.97 5.05 0.58
O -4.52 8.13 4.95 -0.27
O -2.42 9.40 5.32 -0.26
C -2.26 10.29 4.21 -0.26
C -3.57 10.91 3.78 -0.07
C -2.74 7.25 6.63 -0.12
H -1.77 9.78 3.38 0.11
H -1.58 11.08 4.54 0.12
H -4.25 10.16 3.38 0.07
H -3.41 11.66 3.00 0.08
H -4.07 11.38 4.62 0.09
H -1.66 7.15 6.74 0.07
H -3.22 6.27 6.66 0.08
H -3.16 7.89 7.41 0.08
O -8.14 3.54 0.24 -0.28
S -7.57 4.55 -0.61 0.58
O -6.24 5.03 -0.41 -0.29
O -8.58 5.80 -0.67 -0.26
C -8.97 6.43 0.56 -0.26
C -7.85 7.26 1.16 -0.07
C -7.73 4.05 -2.29 -0.12
H -9.32 5.68 1.28 0.10
H -9.81 7.08 0.34 0.13
H -7.01 6.63 1.46 0.07
H -8.20 7.80 2.04 0.07
H -7.47 7.98 0.42 0.08
H -8.75 3.72 -2.47 0.08
H -7.03 3.24 -2.46 0.07
H -7.48 4.90 -2.93 0.08
O -9.13 7.16 5.86 -0.27
S -9.81 6.24 4.99 0.59
O -10.06 6.55 3.62 -0.28
O -11.18 5.77 5.69 -0.26
C -12.12 6.78 6.08 -0.26
C -12.84 7.37 4.89 -0.08
C -8.98 4.68 5.05 -0.12
H -11.63 7.55 6.67 0.12
H -12.85 6.29 6.73 0.12
H -12.16 7.93 4.24 0.07
H -13.62 8.06 5.21 0.08
H -13.30 6.59 4.28 0.09
H -8.81 4.41 6.09 0.07
H -8.03 4.79 4.53 0.08
H -9.60 3.93 4.55 0.08

***

No. 2
148
Properties=species:S:1:pos:R:3:lowdin_charge:R:1 method="wB97M-V/def2-TZVPD" total_charge=-1 homo_ev="-3.6536 / -3.6432" s_squared=2.0039 lumo_ha="0.032 / 0.033" multiplicity=3
C -1.01 -1.74 7.49 -0.05
C -0.04 -1.08 6.46 -0.17
N -0.67 -1.18 5.16 -0.04
C -0.90 -0.13 4.26 0.01
C -1.43 -0.68 3.15 -0.05
N -1.56 -2.00 3.26 -0.07
C -1.08 -2.35 4.53 0.03
C -1.89 -2.88 2.17 0.02
H -1.97 -1.23 7.51 0.08
H -0.44 -1.74 8.41 0.08
H -1.16 -2.78 7.19 0.06
H 0.92 -1.60 6.46 0.10
H 0.15 -0.07 6.82 0.13
H -0.58 0.88 4.46 0.13
H -1.62 -0.14 2.24 0.13
H -1.02 -3.36 4.90 0.15
H -2.88 -3.29 2.38 0.11
H -1.15 -3.68 2.13 0.10
H -1.72 -2.28 1.27 0.09
Pd 1.99 1.38 1.00 1.11
C 1.93 4.37 4.05 -0.12
C 0.75 3.49 3.66 -0.46
O 1.06 2.45 2.73 -0.43
H 2.67 3.89 4.67 0.05
H 1.59 5.19 4.69 0.05
H 2.44 4.83 3.20 0.07
H -0.11 4.06 3.30 0.07
H 0.38 3.09 4.61 0.06
C -0.69 0.67 -1.82 -0.12
C -0.73 -0.11 -0.55 -0.43
O 0.34 0.07 0.38 -0.39
H -0.38 1.70 -1.65 0.06
H -1.54 0.57 -2.49 0.02
H 0.09 0.28 -2.46 0.07
H -0.88 -1.14 -0.84 0.08
H -1.55 0.22 0.09 0.07
C 2.03 3.44 -2.93 -0.03
C 2.23 2.91 -4.14 -0.40
C 2.79 1.48 -4.32 -0.38
O 3.12 1.01 -5.45 -0.03
C 3.09 0.68 -3.21 0.00
C 2.91 1.20 -1.83 -0.30
C 2.25 2.68 -1.67 -0.33
O 1.89 2.99 -0.55 -0.07
O 3.10 0.64 -0.73 -0.14
O 1.98 3.67 -5.16 -0.06
H 1.55 4.40 -2.83 0.10
H 3.40 -0.35 -3.32 0.07
Cl -5.34 0.25 0.32 0.52
C -5.40 0.95 -1.33 -0.63
C -4.79 0.06 -2.38 -0.63
Cl -5.44 -1.64 -2.53 0.57
H -5.02 1.96 -1.23 0.06
H -6.47 0.98 -1.56 0.06
H -3.75 0.03 -2.07 0.04
H -4.85 0.46 -3.39 0.06
Cl -2.29 5.80 -5.04 0.55
C -1.44 4.26 -5.03 -0.67
C -1.24 3.62 -3.64 -0.62
Cl -2.74 2.91 -3.07 0.60
H -0.47 4.56 -5.45 0.06
H -1.83 3.45 -5.64 0.04
H -0.93 4.33 -2.88 0.06
H -0.59 2.76 -3.76 0.05
Cl 2.74 -3.81 -2.39 0.55
C 2.45 -2.50 -1.24 -0.65
C 1.97 -2.93 0.17 -0.60
Cl 2.89 -4.33 0.80 0.52
H 1.77 -1.83 -1.77 0.06
H 3.42 -2.01 -1.15 0.06
H 0.91 -3.18 0.14 0.05
H 2.12 -2.11 0.87 0.04
Cl -3.20 5.63 -0.90 0.50
C -1.94 4.97 0.24 -0.63
C -2.26 3.58 0.71 -0.69
Cl -3.76 3.60 1.63 0.55
H -1.95 5.52 1.18 0.06
H -0.96 5.20 -0.18 0.08
H -1.41 3.25 1.32 0.07
H -2.19 2.87 -0.11 0.05
Cl 1.13 -2.91 -6.41 0.56
C 2.79 -2.38 -6.00 -0.62
C 3.75 -3.58 -6.12 -0.70
Cl 5.43 -3.29 -5.68 0.55
H 2.71 -2.08 -4.95 0.03
H 3.04 -1.46 -6.53 0.08
H 3.75 -3.89 -7.16 0.06
H 3.41 -4.40 -5.49 0.04
C -0.11 0.51 -5.91 -0.35
O 0.27 1.59 -6.35 0.03
N -1.38 0.11 -5.90 -0.15
C -1.88 -1.15 -5.30 -0.05
C -2.46 0.96 -6.44 -0.06
H 0.59 -0.24 -5.51 0.11
H -1.03 -1.78 -5.02 0.04
H -2.65 -1.72 -5.81 0.08
H -2.29 -0.75 -4.38 0.07
H -3.08 1.26 -5.59 0.06
H -2.15 1.89 -6.91 0.07
H -3.10 0.59 -7.24 0.08
C 4.02 -1.02 2.72 -0.33
O 3.26 -0.26 2.17 -0.01
N 3.70 -2.12 3.37 -0.16
C 4.71 -3.06 3.91 -0.05
C 2.43 -2.37 4.02 -0.06
H 5.09 -1.00 2.46 0.13
H 4.39 -4.09 3.74 0.08
H 4.66 -3.02 5.00 0.07
H 5.77 -2.84 3.76 0.09
H 1.99 -3.35 3.89 0.09
H 2.54 -2.15 5.08 0.07
H 1.77 -1.55 3.71 0.09
C -5.66 -0.21 6.51 -0.34
O -6.84 -0.52 6.79 -0.02
N -5.28 0.25 5.32 -0.19
C -4.05 1.05 5.24 -0.04
C -6.16 0.27 4.19 -0.05
H -4.88 0.02 7.26 0.12
H -3.49 1.01 6.17 0.07
H -4.29 2.12 5.25 0.09
H -3.44 0.92 4.35 0.07
H -6.91 -0.52 4.19 0.09
H -6.72 1.19 4.05 0.10
H -5.52 0.04 3.33 0.06
C 4.91 2.69 2.02 -0.31
O 3.97 2.50 1.31 -0.02
N 6.12 2.11 1.72 -0.16
C 7.26 2.20 2.60 -0.09
C 6.22 1.15 0.57 -0.01
H 4.97 3.33 2.91 0.14
H 7.49 1.22 3.02 0.08
H 7.24 2.93 3.41 0.08
H 8.08 2.66 2.05 0.08
H 5.57 1.51 -0.23 0.09
H 7.21 1.12 0.11 0.08
H 5.98 0.12 0.82 0.07
C -1.48 -4.33 -1.71 -0.33
O -2.02 -4.21 -0.62 -0.03
N -2.23 -4.53 -2.78 -0.16
C -1.77 -4.89 -4.15 -0.02
C -3.66 -4.42 -2.71 -0.10
H -0.39 -4.27 -1.84 0.12
H -2.16 -5.83 -4.54 0.09
H -0.69 -4.93 -4.02 0.08
H -1.90 -4.13 -4.93 0.07
H -4.12 -5.34 -3.07 0.09
H -4.11 -4.15 -1.75 0.07
H -4.04 -3.65 -3.37 0.03

***

> Look up the multiplicity of the second one.

3

***

> What is the multiplicity in the first record?

1